{"formula": "C6H12O3", "method": "wB97M-V/def2-TZVPD", "lumo_energy_ev": 0.729, "e_tot_ev": -12555.7914, "orbital_gap_ev": 9.11, "de_lowest_kcal_mol": 93.6, "spin_multiplicity": 1, "species": ["C", "C", "C", "H", "H", "H", "H", "H", "H", "H", "H", "C", "C", "C", "O", "O", "O", "H", "H", "H", "H"], "positions_angstrom": [[0.9418, 0.6636, -0.1409], [0.6916, 1.7738, 0.8605], [2.1778, -0.1569, 0.1577], [0.9418, 1.0627, -1.1605], [0.1122, -0.3045, -0.5699], [1.5483, 2.4526, 0.8800], [2.3686, -0.9161, -0.6020], [3.0594, 0.4869, 0.2041], [0.5648, 1.3652, 1.8644], [-0.1848, 2.3633, 0.5906], [2.0810, -0.6475, 1.1279], [-2.1089, 0.2538, 0.5042], [-0.9863, -1.3761, -1.3425], [-0.8574, -0.5719, 0.4748], [-0.3619, -2.5627, -1.3486], [-1.6648, -0.9651, -2.2460], [-0.4830, -1.3267, 1.3279], [-0.5181, -2.9990, -2.2065], [-1.9967, 1.0815, 1.2037], [-2.3963, 0.6847, -0.4508], [-2.9290, -0.3617, 0.8720]]}

---

{"formula": "C33H36BIrN12S3", "method": "wB97M-V/def2-TZVPD", "total_charge": 2, "lumo_energy_ev": -5.590, "e_tot_ev": -88699.4625, "orbital_gap_ev": 6.67, "de_lowest_kcal_mol": 19.0, "spin_multiplicity": 1, "species": ["Ir", "C", "N", "C", "C", "N", "C", "S", "C", "C", "C", "C", "C", "N", "H", "H", "H", "H", "H", "H", "H", "H", "H", "C", "N", "C", "C", "N", "B", "N", "C", "C", "N", "C", "C", "S", "C", "S", "H", "H", "H", "H", "H", "H", "H", "H", "H", "H", "H", "H", "C", "N", "C", "C", "N", "C", "H", "H", "H", "H", "H", "H", "N", "C", "C", "C", "C", "C", "C", "N", "C", "C", "C", "C", "N", "C", "C", "H", "H", "H", "H", "H", "H", "H", "H", "H"], "positions_angstrom": [[0.0588, 0.2492, 0.0047], [-2.5455, 3.7200, 2.9779], [-2.2417, 3.9074, 1.5694], [-2.2396, 5.1220, 0.9180], [-1.8757, 4.8985, -0.3538], [-1.6478, 3.5311, -0.4864], [-1.8776, 2.9344, 0.7159], [-1.8976, 1.2891, 1.1221], [-1.3161, 2.9363, -1.7262], [-1.8231, 3.5269, -2.8796], [-1.4600, 3.0203, -4.1122], [-0.6135, 1.9253, -4.1516], [-0.2005, 1.3738, -2.9562], [-0.5307, 1.8628, -1.7528], [-3.0265, 4.6166, 3.3573], [-1.6303, 3.5398, 3.5413], [-3.2122, 2.8721, 3.1125], [-2.5122, 6.0413, 1.4048], [-1.7233, 5.5891, -1.1612], [-2.5171, 4.3512, -2.8130], [-1.8420, 3.4670, -5.0197], [-0.2945, 1.4889, -5.0867], [0.4149, 0.4891, -2.9593], [-3.6736, 0.2055, -1.9104], [-3.6247, -1.0155, -1.1398], [-4.6883, -1.5942, -0.4990], [-4.2224, -2.7279, 0.0814], [-2.8896, -2.8479, -0.2023], [-2.1397, -4.1763, 0.1489], [-0.5908, -4.0112, 0.2758], [0.2746, -5.0068, -0.0792], [1.5169, -4.6794, 0.3638], [1.4039, -3.4709, 0.9976], [2.4585, -2.7404, 1.6698], [0.1069, -3.0804, 0.9331], [-0.5002, -1.6461, 1.6490], [-2.5313, -1.7915, -0.9352], [-0.9746, -1.4455, -1.5773], [-4.7101, 0.4222, -2.1562], [-3.1036, 0.0852, -2.8300], [-3.2590, 1.0327, -1.3360], [-5.6716, -1.1595, -0.5124], [-4.7428, -3.4636, 0.6678], [-2.3534, -4.9468, -0.7409], [-2.5433, -4.5505, 1.2115], [-0.0542, -5.8793, -0.6147], [2.4498, -5.2084, 0.2838], [3.3140, -3.3955, 1.8106], [2.0937, -2.4087, 2.6399], [2.7576, -1.8661, 1.0897], [2.7015, 0.4350, 5.0346], [2.5410, 0.6042, 3.5995], [3.5521, 0.8132, 2.6990], [2.9659, 0.8934, 1.4732], [1.6097, 0.7326, 1.6150], [1.3926, 0.5637, 2.9077], [3.7407, 0.6085, 5.2975], [2.4268, -0.5748, 5.3361], [2.0800, 1.1461, 5.5748], [4.5856, 0.8707, 2.9914], [3.4400, 1.0518, 0.5236], [0.4282, 0.4005, 3.3575], [5.6372, -1.2911, -4.7072], [6.5660, -0.8199, -5.6003], [7.4468, -1.4494, -6.4746], [8.2197, -0.6301, -7.2694], [8.1340, 0.7716, -7.1959], [7.2748, 1.3984, -6.3241], [6.4718, 0.5871, -5.5153], [5.5170, 0.9309, -4.5987], [5.0347, -0.1977, -4.1373], [3.9686, -0.2330, -3.1557], [3.3294, -1.3947, -2.7169], [2.3197, -1.2985, -1.7795], [1.9137, -0.1381, -1.2623], [2.5171, 0.9855, -1.6875], [3.5250, 0.9851, -2.6179], [5.4572, -2.2596, -4.5101], [7.5163, -2.5273, -6.5359], [8.9087, -1.0785, -7.9718], [8.7613, 1.3653, -7.8465], [7.2086, 2.4754, -6.2605], [3.5952, -2.3703, -3.0988], [1.8011, -2.1864, -1.4368], [2.1640, 1.9134, -1.2546], [3.9889, 1.9032, -2.9472]]}

---

{"formula": "C22H20BrN6O2Pt", "method": "wB97M-V/def2-TZVPD", "total_charge": 1, "lumo_energy_ev": [-5.179, -5.180], "e_tot_ev": -109453.8210, "orbital_gap_ev": [4.63, 4.62], "de_lowest_kcal_mol": 31.1, "spin_multiplicity": 1, "species": ["Pt", "O", "C", "C", "C", "C", "C", "C", "C", "O", "N", "N", "C", "C", "Br", "C", "C", "C", "C", "C", "C", "C", "H", "H", "H", "H", "H", "H", "H", "H", "H", "H", "H", "H", "H", "H", "N", "C", "C", "N", "C", "C", "N", "C", "C", "N", "H", "H", "H", "H", "H", "H"], "positions_angstrom": [[0.8674, -0.8264, -1.0095], [0.3641, 3.6737, -1.5020], [-0.0852, 3.8824, -0.2654], [-0.8781, 5.0134, -0.0329], [-1.3679, 5.2844, 1.2215], [-1.0925, 4.4259, 2.2770], [-0.3042, 3.3080, 2.0676], [0.1899, 3.0159, 0.8061], [1.0637, 1.7668, 0.5455], [1.1568, 1.4239, -0.7428], [0.6026, 0.6758, 1.4117], [0.6266, -0.6338, 0.9716], [-0.5439, -1.1724, 0.5606], [-0.7362, -2.6219, 0.5490], [0.6960, -3.5990, -0.3281], [-1.7931, -3.3132, 0.9881], [-2.8523, -2.8251, 1.8681], [-4.1820, -3.1738, 1.6264], [-5.1733, -2.8246, 2.5225], [-4.8516, -2.1725, 3.7024], [-3.5341, -1.8310, 3.9564], [-2.5433, -2.1334, 3.0405], [0.8027, 2.7809, -1.5074], [-1.0660, 5.6610, -0.8728], [-1.9697, 6.1637, 1.3852], [-1.4954, 4.6208, 3.2575], [-0.1031, 2.6522, 2.8994], [2.0800, 2.0605, 0.9225], [0.9495, 0.7482, 2.3631], [-1.4663, -0.5896, 0.6593], [-1.8545, -4.3650, 0.7384], [-4.4378, -3.7128, 0.7268], [-6.1968, -3.0918, 2.3142], [-5.6170, -1.9477, 4.4281], [-3.2704, -1.3466, 4.8832], [-1.5142, -1.8973, 3.2675], [2.5304, -0.7553, -4.8160], [1.2557, -0.7592, -5.2994], [0.4293, -0.8707, -4.2175], [1.1825, -0.9380, -3.0888], [2.4576, -0.8584, -3.4696], [3.5242, -0.8624, -2.5093], [3.2614, -0.9802, -1.2174], [4.4425, -0.9359, -0.5683], [5.4531, -0.7837, -1.4775], [4.8618, -0.7398, -2.7025], [3.3659, -0.6830, -5.3775], [1.0334, -0.6802, -6.3442], [-0.6426, -0.8980, -4.1897], [4.5038, -1.0220, 0.4959], [6.5111, -0.6977, -1.3480], [5.3591, -0.6170, -3.5691]]}

---

{"formula": "C3H11N2O2", "method": "wB97M-V/def2-TZVPD", "total_charge": 1, "lumo_energy_ev": -3.309, "e_tot_ev": -10358.0182, "orbital_gap_ev": 10.42, "de_lowest_kcal_mol": 40.0, "spin_multiplicity": 1, "species": ["C", "C", "C", "N", "O", "N", "H", "H", "H", "H", "H", "H", "H", "H", "H", "H", "H", "O"], "positions_angstrom": [[0.9561, 0.0650, -0.8271], [0.2988, -1.0215, 0.0388], [-1.1408, -1.2569, -0.3840], [-2.0164, -2.0285, 0.3788], [-1.4752, -0.6299, -1.3795], [1.7597, 0.9935, 0.0278], [0.0709, 0.8056, -1.1867], [1.5235, -0.2391, -1.7141], [0.9804, -1.9494, 0.0310], [0.4285, -0.8457, 1.0532], [-1.8551, -2.5763, 1.2084], [-2.8849, -2.1046, -0.1227], [2.3462, 0.6222, 0.7407], [1.0310, 1.5480, 0.6066], [2.3534, 1.5499, -0.6432], [-1.3266, 1.8523, 0.9402], [-0.6075, 3.1070, 0.5468], [-0.4420, 2.1085, 0.6848]]}

---

{"formula": "C16H48O8", "method": "wB97M-V/def2-TZVPD", "s2": 0.750, "total_charge": -1, "lumo_energy_ev": [2.397, 2.388], "e_tot_ev": -33746.4617, "orbital_gap_ev": [1.71, 9.73], "de_lowest_kcal_mol": 26.8, "spin_multiplicity": 2, "species": ["C", "C", "O", "H", "H", "H", "H", "H", "H", "C", "C", "O", "H", "H", "H", "H", "H", "H", "C", "C", "O", "H", "H", "H", "H", "H", "H", "C", "C", "O", "H", "H", "H", "H", "H", "H", "C", "C", "O", "H", "H", "H", "H", "H", "H", "C", "C", "O", "H", "H", "H", "H", "H", "H", "C", "C", "O", "H", "H", "H", "H", "H", "H", "C", "C", "O", "H", "H", "H", "H", "H", "H"], "positions_angstrom": [[-4.4887, -0.6107, -1.3830], [-5.3331, -1.0193, -2.5578], [-6.6089, -1.3626, -1.9928], [-3.4768, -0.3657, -1.7060], [-4.3138, -1.4051, -0.6574], [-4.8455, 0.2925, -0.8880], [-5.0050, -1.8581, -3.1718], [-5.4729, -0.1461, -3.1950], [-7.1235, -1.9659, -2.5339], [1.3180, 1.1514, -3.6862], [2.5086, 0.4372, -4.2275], [2.3966, -0.8457, -3.6677], [0.4301, 0.5274, -3.7884], [1.1856, 2.0672, -4.2622], [1.4535, 1.3904, -2.6314], [3.3637, 1.0126, -3.8728], [2.4944, 0.4071, -5.3170], [3.2037, -1.3254, -3.8682], [0.9328, -2.6701, 3.5692], [1.8735, -1.8439, 4.3798], [1.9430, -0.5772, 3.6721], [0.8373, -3.6530, 4.0304], [1.3053, -2.7639, 2.5491], [-0.0345, -2.1806, 3.4561], [2.7816, -2.3444, 4.7159], [1.3881, -1.7495, 5.3511], [2.4493, 0.0319, 4.2145], [-0.4876, 0.2958, -0.4539], [0.2630, -0.1882, 0.7497], [0.0005, 0.6448, 1.8401], [-0.1666, 1.3021, -0.7230], [-1.5327, 0.4725, -0.1994], [-0.5253, -0.3204, -1.3522], [1.3340, -0.2899, 0.5746], [-0.1822, -1.1485, 1.0099], [0.5533, 0.3914, 2.5829], [-0.9759, -3.4471, -1.2659], [0.4257, -2.9050, -1.8081], [0.1870, -2.1950, -2.9937], [-1.6255, -2.6122, -1.0033], [-0.7606, -3.8532, -0.2776], [-1.4734, -4.2448, -1.8176], [1.1820, -3.6798, -1.9338], [0.9906, -2.2167, -1.1795], [0.9893, -1.6867, -3.1335], [0.7073, 4.0026, 0.4063], [1.5090, 5.2364, 0.9505], [2.8258, 5.2696, 0.3898], [-0.3444, 3.9996, 0.6927], [1.0578, 3.1169, 0.9361], [0.8942, 3.7919, -0.6467], [1.5236, 5.2064, 2.0400], [0.9702, 6.1268, 0.6264], [3.2502, 5.9890, 0.8630], [-4.9039, 2.8996, 1.3125], [-3.6982, 1.9283, 1.5074], [-2.7075, 2.6012, 2.2284], [-4.6469, 3.8513, 0.8475], [-5.3589, 2.9915, 2.2988], [-5.7706, 2.4517, 0.8264], [-3.3704, 1.5987, 0.5215], [-4.1428, 1.1277, 2.0986], [-1.9948, 1.9585, 2.2521], [4.8539, -1.0785, 0.9295], [3.9123, -2.3111, 1.0990], [4.6137, -3.3920, 0.5819], [5.0162, -0.8976, -0.1331], [5.8300, -1.2141, 1.3955], [4.3539, -0.2040, 1.3457], [2.9565, -2.2829, 0.5758], [3.7552, -2.4623, 2.1670], [5.5504, -3.2545, 0.7408]]}